(1)
C3H6N2S2 | wB97M-V/def2-TZVPD

Structure (SMILES): CN/N=C/SC=S

Last column: Mulliken charge in e.
Geometry (Å):
1 C 0.02 -2.09 -0.84  -0.91
2 N 0.32 -1.37 0.37  -0.26
3 N 0.32 -0.02 0.39  -0.33
4 C -0.30 0.63 -0.50  0.02
5 S -0.40 2.41 -0.44  -0.04
6 C -0.08 2.76 1.23  -0.14
7 S 0.00 4.25 1.83  -0.22
8 H 0.58 -1.73 -1.69  0.37
9 H -1.04 -2.02 -1.08  0.32
10 H 0.25 -3.15 -0.67  0.32
11 H 1.10 -1.72 0.90  0.26
12 H -0.84 0.21 -1.36  0.32
13 H 0.07 1.85 1.86  0.30

(2)
C6H15ClNNaO10S | wB97M-V/def2-TZVPD

Charge: -2

Last column: Mulliken charge in e.
Geometry (Å):
1 Na 5.64 6.79 35.28  0.40
2 S 0.62 10.53 34.23  1.16
3 O -0.59 10.04 34.86  -0.71
4 O 0.64 11.98 34.05  -0.65
5 O 1.84 10.01 34.78  -0.66
6 O 0.54 10.39 32.79  -0.64
7 Cl 5.31 5.84 28.97  1.63
8 O 6.37 5.83 29.92  -0.67
9 O 5.07 7.14 28.49  -0.62
10 O 5.58 4.88 27.92  -0.68
11 O 4.15 5.36 29.64  -0.66
12 C 7.54 2.65 35.46  -0.84
13 O 7.25 3.56 36.51  -0.22
14 C 7.97 3.21 37.67  -0.45
15 C 7.61 4.12 38.89  -0.96
16 N 7.60 5.54 38.50  -0.21
17 C 8.98 6.04 38.64  -0.57
18 C 9.10 7.38 37.96  -0.72
19 O 9.12 7.41 36.51  -0.26
20 C 10.22 6.72 35.88  -0.67
21 H 7.34 1.59 35.62  0.30
22 H 8.57 2.72 35.09  0.31
23 H 6.91 2.92 34.61  0.31
24 H 9.04 3.19 37.43  0.34
25 H 7.70 2.20 37.94  0.44
26 H 8.19 3.99 39.80  0.34
27 H 6.59 3.79 39.12  0.44
28 H 6.94 6.02 39.09  0.27
29 H 9.71 5.31 38.28  0.40
30 H 9.18 6.18 39.71  0.35
31 H 10.06 7.85 38.16  0.41
32 H 8.34 8.08 38.34  0.29
33 H 10.18 5.67 36.17  0.19
34 H 11.24 7.08 36.02  0.30
35 H 10.11 6.79 34.80  0.29

Which orbital gap belongs to each record? In order, 8.296; 1.974 eV.
Which DFT total energy belongs to each record? In order, -1023.72595; -2065.03079 Ha.